# C19H60O11

A cluster of 11 separate species, C19H60O11 in total (ωB97M-V with the def2-TZVPD basis set, the Open Molecules 2025 dataset).

Computed properties:
- 2S+1: 1
- Relative energy (zero: lowest compared OMol25 entry of this formula, charge and spin): 1.247 eV
- E_HOMO: -0.3614 Ha
- LUMO level: 0.30 eV
- DFT total energy: -43197.29194 eV
- Structure (SMILES): CC(C)O.CC(C)O.CC(C)O.CCO.CCO.CCO.CCO.CCO.O.O.O

Atoms and positions in Å:
C1 -2.329165 -3.031443 2.673842
C2 -2.660736 -1.763044 3.369653
O1 -2.741882 -0.662541 2.519631
H1 -3.137904 -3.360971 2.015451
H2 -2.130925 -3.865225 3.376619
H3 -1.411054 -2.987742 2.050477
H4 -1.907971 -1.471797 4.146634
H5 -3.622704 -1.902500 3.928138
H6 -3.062841 -0.785867 1.610970
C3 -2.032387 0.478591 -3.435376
C4 -0.931580 -0.548279 -3.450445
O2 -1.343980 -1.854897 -2.944463
H7 -1.591886 1.474354 -3.667751
H8 -2.430224 0.544447 -2.418202
H9 -2.884581 0.387730 -4.127614
H10 -0.184615 -0.146989 -2.788573
H11 -0.441873 -0.590932 -4.416983
H12 -1.691356 -2.383657 -3.690688
C5 3.213344 2.666413 -3.016752
C6 2.059361 2.011426 -3.702511
O3 0.976088 1.958395 -2.804566
H13 4.058632 2.682299 -3.694468
H14 3.524486 2.341198 -2.013864
H15 2.855948 3.662914 -2.800561
H16 2.394799 1.057230 -4.151360
H17 1.722285 2.618516 -4.543583
H18 0.964858 1.186547 -2.230955
C7 -0.843681 1.171686 0.315211
C8 -0.364078 -0.194282 -0.080211
O4 0.990602 -0.075552 -0.643921
H19 -0.823331 1.812454 -0.566248
H20 -0.176683 1.594718 1.059771
H21 -1.820005 1.190370 0.762779
H22 -1.036835 -0.637535 -0.821241
H23 -0.447476 -0.783478 0.865800
H24 1.200188 -1.012765 -0.842310
C9 4.595602 -2.297053 -2.982297
C10 4.300972 -0.876807 -2.406777
O5 5.159250 0.094321 -3.023646
H25 4.405260 -2.282600 -4.069732
H26 3.925756 -3.022151 -2.597366
H27 5.663084 -2.447056 -2.780418
H28 4.352269 -0.761496 -1.316537
H29 3.241345 -0.636633 -2.714325
H30 5.000203 0.968640 -2.713349
C11 1.844175 -3.102068 0.722789
C12 1.308379 -3.742186 -0.546344
C13 -0.100309 -4.282890 -0.299165
O6 1.310589 -2.745255 -1.601304
H31 2.021512 -3.878200 1.476391
H32 1.064029 -2.414348 1.121523
H33 2.816102 -2.587539 0.644937
H34 1.923548 -4.586185 -0.866331
H35 -0.014707 -5.033277 0.500682
H36 -0.656553 -4.597907 -1.183196
H37 -0.715641 -3.437505 0.037658
H38 0.428365 -2.775715 -1.968434
C14 -2.052444 4.551212 1.304109
C15 -3.071404 5.126846 0.343810
C16 -2.395803 6.050224 -0.642227
O7 -3.649470 4.051989 -0.340415
H39 -1.547347 5.380445 1.764618
H40 -1.321740 3.907906 0.823589
H41 -2.493123 3.957158 2.095659
H42 -3.803883 5.714609 0.897229
H43 -2.095493 7.005236 -0.202981
H44 -2.994248 6.332597 -1.496223
H45 -1.509692 5.553212 -1.001339
H46 -4.111394 4.270817 -1.161554
C17 0.511218 -0.805903 6.180613
C18 1.553435 -0.651613 4.999742
C19 0.907692 -0.942740 3.649634
O8 2.034436 0.706217 5.040141
H47 0.143615 -1.841651 6.171572
H48 -0.378475 -0.170316 6.036456
H49 0.972348 -0.765649 7.172875
H50 2.435767 -1.314442 5.205497
H51 -0.005315 -0.374603 3.519544
H52 0.625590 -1.973662 3.733061
H53 1.597979 -0.716572 2.843522
H54 2.288298 0.902789 4.133910
O9 -3.252345 -2.548568 -0.804347
H55 -3.655546 -1.757861 -0.433137
H56 -2.807962 -2.286532 -1.641951
O10 2.880810 1.392413 1.104398
H57 2.458273 0.806034 0.453712
H58 2.415568 2.211102 0.974831
O11 -4.363810 0.275725 -0.123376
H59 -3.935917 1.136640 -0.244852
H60 -5.163721 0.481036 0.366760

Atomic forces in eV per Å
C 0.99 -1.54 -0.47
C -0.44 0.08 1.37
O 0.15 1.47 -0.69
H 0.02 0.11 0.00
H -0.28 0.46 -0.11
H -0.48 0.34 0.33
H -0.48 -0.40 -0.64
H 0.52 0.14 -0.36
H -0.06 -0.60 0.59
C -0.46 1.14 -0.08
C -0.45 0.07 -0.03
O 0.14 0.09 -0.98
H -0.07 -0.62 0.24
H -0.11 0.02 -0.08
H 0.38 -0.54 0.14
H 0.27 -0.49 0.39
H -0.07 -0.49 -0.31
H 0.28 0.49 0.50
C 0.34 0.99 0.21
C 0.24 -0.87 0.19
O -1.00 0.05 -0.33
H 0.37 0.31 -0.01
H -0.29 -0.78 -0.38
H 0.32 0.69 -0.14
H -0.55 -0.09 0.41
H 0.11 0.13 0.02
H 0.62 -0.20 0.26
C 0.68 0.61 -0.64
C -0.11 0.17 0.76
O -1.33 -0.81 0.73
H -0.14 0.29 0.01
H 0.23 0.09 0.12
H -0.53 -0.27 0.08
H 0.19 -0.11 0.09
H 0.69 -0.15 -0.83
H 0.44 0.20 -0.34
C 0.91 2.44 -0.30
C -1.60 0.39 -1.07
O 0.57 -1.80 -0.61
H 0.35 0.17 0.38
H -0.35 -0.73 0.82
H -0.32 -0.67 -0.16
H 0.14 -0.51 -0.11
H 0.71 -0.15 0.50
H -0.45 0.78 0.60
C -0.12 -0.03 0.60
C -0.07 -0.02 -0.30
C 0.05 1.07 0.43
O 0.16 -0.29 0.68
H -0.23 0.05 -0.01
H 0.69 -0.31 -0.18
H -0.47 -0.02 -0.42
H 0.32 0.16 -0.08
H -0.47 0.06 -0.45
H 0.48 -0.63 -0.08
H 0.05 -0.20 0.35
H -0.50 0.24 -0.60
C -0.24 -0.06 0.20
C 0.45 0.60 -0.34
C 0.52 0.59 0.13
O -0.77 -1.50 -0.35
H 0.42 0.34 0.34
H 0.06 0.10 -0.38
H -0.34 -0.07 0.14
H -0.38 -0.17 0.18
H 0.07 -0.17 0.25
H -0.51 -0.18 -0.25
H 0.44 -0.11 -0.34
H 0.26 0.47 0.43
C 0.58 -1.04 -1.00
C -0.40 0.74 1.42
C 0.29 0.14 1.14
O -0.23 -0.42 -0.09
H -0.06 0.04 -0.29
H 0.63 0.08 0.25
H -0.05 0.76 -0.25
H -0.79 0.23 -0.30
H -0.15 0.34 -0.02
H -0.09 -0.81 -0.70
H 0.07 -0.28 -0.26
H 0.21 0.29 -0.04
O 0.41 -0.21 -0.49
H -0.05 0.27 -0.33
H -0.33 0.10 0.86
O 0.18 -0.65 -0.09
H -0.07 -0.02 0.15
H -0.24 0.64 -0.01
O 0.27 0.14 -0.03
H -0.02 -0.12 0.02
H -0.13 -0.03 0.09

# C4H5NS

The molecule C4H5NS (ωB97M-V with the def2-TZVPD basis set, the Open Molecules 2025 dataset).

Computed properties:
- 2S+1: 1
- Relative energy (zero: lowest compared OMol25 entry of this formula, charge and spin): 2.089 eV
- E_HOMO: -0.3342 Ha
- LUMO level: 0.46 eV
- DFT total energy: -16551.97638 eV
- Structure (SMILES): C1=NC[C@H]2S[C@@H]12

Atoms and positions in Å:
C1 0.431572 -1.277636 -0.097095
C2 0.737959 0.870639 -0.554486
C3 -0.696257 -0.837618 0.703696
C4 -0.524512 0.864636 0.326417
N1 1.115535 -0.513635 -0.819156
S1 -1.988846 0.138149 -0.281969
H1 0.471281 -2.337800 -0.369217
H2 0.389116 1.190115 -1.599146
H3 1.695008 1.464632 -0.260308
H4 -1.012873 -1.046949 1.785816
H5 -0.617984 1.485466 1.165448

Atomic forces in eV per Å
C -0.92 -2.91 -1.09
C -0.09 1.02 -1.72
C -1.43 4.85 0.92
C 1.28 -2.80 0.47
N 0.63 0.83 0.44
S 0.64 -1.20 0.28
H 0.46 -0.04 0.61
H 0.76 0.20 1.35
H -2.03 -0.80 -0.18
H 0.77 -0.07 -2.01
H -0.08 0.93 0.93

# C2I3NO2

A cluster of 2 separate species, C2I3NO2 in total (ωB97M-V with the def2-TZVPD basis set, the Open Molecules 2025 dataset).

Computed properties:
- 2S+1: 1
- Relative energy (zero: lowest compared OMol25 entry of this formula, charge and spin): 1.252 eV
- E_HOMO: -0.3402 Ha
- LUMO level: -2.15 eV
- DFT total energy: -31954.44245 eV
- Structure (SMILES): IC#CI.O=NOI

Atoms and positions in Å:
C1 1.334842 -1.710558 -0.091575
C2 2.196927 -0.964148 -0.511003
N1 -0.887461 1.642594 0.788005
O1 -1.213582 0.877562 -0.126271
O2 -1.609342 2.306878 1.447399
I1 -0.104360 -3.157924 0.115541
I2 -3.234120 0.443258 -0.854734
I3 3.517095 0.562338 -0.767359

Atomic forces in eV per Å
C -0.16 -0.52 -0.70
C -0.16 0.39 0.70
N 1.06 1.55 1.86
O -1.17 -1.49 -1.79
O -0.53 -0.58 -0.69
I 0.85 0.92 0.00
I 0.68 0.48 0.62
I -0.57 -0.76 0.01

# C16H44N4O4

A cluster of 4 separate species, C16H44N4O4 in total (ωB97M-V with the def2-TZVPD basis set, the Open Molecules 2025 dataset).

Computed properties:
- 2S+1: 1
- Relative energy (zero: lowest compared OMol25 entry of this formula, charge and spin): 3.433 eV
- E_HOMO: -0.3379 Ha
- LUMO level: 0.40 eV
- DFT total energy: -31450.76482 eV
- Structure (SMILES): COC[C@H](C)N.COC[C@H](C)N.COC[C@H](C)N.COC[C@H](C)N

Atoms and positions in Å:
C1 -1.734960 -7.980928 -1.599465
C2 -0.602240 -7.432488 -0.765075
C3 -0.865720 -7.213858 0.800255
O1 -0.045840 -6.097748 1.130735
C4 -0.136350 -5.627648 2.439195
N1 0.440750 -8.434128 -0.965015
H1 -1.535940 -7.906838 -2.668575
H2 -2.559200 -7.290208 -1.421625
H3 -2.099220 -8.955078 -1.273195
H4 -0.215050 -6.540818 -1.258135
H5 -0.566090 -8.055848 1.424245
H6 -1.922250 -7.049788 1.012195
H7 0.590440 -4.816448 2.396355
H8 0.311500 -6.268618 3.198605
H9 -1.166240 -5.397568 2.712095
H10 0.031910 -9.355008 -0.894765
H11 1.013860 -8.393388 -0.134365
C5 5.443950 -3.501248 -1.812035
C6 5.536110 -3.779648 -0.288185
C7 5.016960 -2.449388 0.491885
O2 5.840650 -1.366328 0.230355
C8 5.441030 -0.058978 0.755735
N2 4.727270 -4.997438 -0.099725
H12 5.838070 -4.346518 -2.376215
H13 5.957460 -2.587758 -2.111935
H14 4.428600 -3.339978 -2.174205
H15 6.545970 -3.864618 0.113165
H16 5.051810 -2.486218 1.580705
H17 4.006220 -2.267218 0.126775
H18 5.700100 0.855382 0.221935
H19 5.957810 0.065732 1.707315
H20 4.376330 0.030232 0.971495
H21 3.745490 -4.761108 -0.080755
H22 4.809570 -5.529498 -0.954275
C9 -3.991930 0.787612 1.553605
C10 -2.483530 0.506512 1.165735
C11 -1.505180 1.048392 2.221555
O3 -1.299760 2.504372 2.278855
C12 -2.006600 3.179492 3.351805
N3 -2.424840 -0.926518 0.755705
H23 -4.315770 0.249462 2.444455
H24 -4.710200 0.690442 0.739515
H25 -4.061950 1.837972 1.836345
H26 -2.309690 1.139442 0.295525
H27 -0.535290 0.567092 2.095965
H28 -1.891610 0.766782 3.201075
H29 -1.685810 2.785752 4.316255
H30 -3.074050 2.962922 3.310025
H31 -1.886900 4.261052 3.288495
H32 -3.049380 -1.470328 1.333915
H33 -1.554100 -1.382628 0.987835
C13 -0.825510 9.390982 -3.409865
C14 -1.262700 8.461472 -2.253855
C15 -2.784320 8.167582 -2.389215
O4 -3.695040 9.240282 -2.121255
C16 -3.876200 9.499982 -0.774595
N4 -0.418000 7.266872 -2.223465
H34 -0.036640 10.106802 -3.178825
H35 -1.673340 9.951022 -3.804365
H36 -0.527590 8.748572 -4.238505
H37 -1.175170 9.163522 -1.424655
H38 -3.121960 7.224782 -1.958825
H39 -2.979900 7.792282 -3.393705
H40 -4.785700 10.006992 -0.452315
H41 -3.080440 10.176532 -0.462905
H42 -3.697460 8.639312 -0.130075
H43 0.333210 7.345112 -1.552895
H44 -0.969400 6.511092 -1.842875

Atomic forces in eV per Å
C -1.55 1.66 0.61
C 0.33 -1.75 0.48
C 0.39 0.77 -1.64
O -0.49 -0.75 -0.59
C 1.00 0.20 -0.06
N 1.02 -0.14 0.72
H 0.25 -0.44 0.15
H -0.50 -0.05 -0.22
H 0.30 -0.17 -0.18
H -0.32 0.47 0.64
H 0.13 -0.46 -0.28
H -0.25 0.45 0.01
H -0.69 0.73 0.47
H -0.24 -0.74 0.02
H 0.04 0.44 0.12
H -0.20 -0.22 -0.17
H 0.79 0.02 -0.09
C 0.89 0.85 0.21
C -1.17 2.04 -0.44
C -0.39 -1.29 -0.05
O 0.88 2.46 -1.62
C 0.09 -1.15 1.13
N 0.22 0.29 1.06
H 0.20 0.03 0.00
H 0.39 -0.09 0.02
H -0.33 -0.21 0.49
H 0.15 -0.57 -0.50
H -0.59 -1.13 0.26
H -0.42 0.10 0.13
H 0.36 -0.74 -1.04
H -0.03 -0.11 0.29
H -0.20 -0.43 -0.19
H -0.24 0.21 0.22
H 0.18 -0.27 0.03
C 1.17 0.93 0.12
C -1.97 0.51 -0.49
C -0.33 0.39 1.10
O -0.66 -0.63 -0.18
C -0.13 -1.23 -0.55
N 0.45 0.48 0.81
H 0.06 -0.40 -0.11
H 0.26 -0.49 -0.07
H 0.03 0.14 -0.01
H 0.14 -0.20 -0.34
H 0.16 0.23 -0.11
H 0.12 -0.29 0.28
H 0.35 0.21 0.14
H -0.16 0.08 -0.18
H 0.39 -0.23 -0.19
H -0.57 0.17 0.07
H 0.70 0.32 -0.32
C -0.55 -0.60 -0.80
C -0.51 1.92 -0.43
C -0.11 -0.87 -0.98
O 0.14 -1.03 -1.16
C 1.55 0.63 1.65
N -0.71 -0.15 0.42
H 0.09 -0.25 0.17
H -0.12 0.23 0.28
H 0.33 0.05 -0.06
H 0.14 -0.61 0.92
H 0.20 0.09 1.55
H 0.09 0.97 -0.76
H -0.40 -0.31 -0.86
H 0.18 0.38 0.25
H -0.41 -0.48 -0.12
H 0.25 0.37 -0.06
H -0.15 -0.34 -0.04

# C6H12N2O2

The molecule C6H12N2O2 (ωB97M-V with the def2-TZVPD basis set, the Open Molecules 2025 dataset).

Computed properties:
- 2S+1: 1
- Relative energy (zero: lowest compared OMol25 entry of this formula, charge and spin): 6.619 eV
- E_HOMO: -0.3350 Ha
- LUMO level: 0.84 eV
- DFT total energy: -13485.80760 eV
- Structure (SMILES): C[C@H]1CN(N=O)C[C@H](C)O1

Atoms and positions in Å:
C1 3.106936 -0.703678 -0.111617
C2 1.536414 -0.255696 -0.462850
C3 0.557559 -1.311296 -0.015185
C4 -1.175544 0.367522 1.005906
C5 0.017385 1.391559 0.465966
C6 -0.401051 2.201381 -0.728391
H1 3.608450 -1.758109 -0.282976
H2 3.691395 -0.047725 -0.614771
H3 2.965821 -0.614131 1.055934
H4 1.433303 0.013717 -1.597365
H5 1.072421 -1.951030 0.792929
H6 0.360689 -2.046788 -0.967584
H7 -2.211575 0.939161 0.913923
H8 -0.783795 0.149390 1.999232
H9 0.008684 2.008924 1.448986
H10 0.460997 2.927215 -1.096791
H11 -1.221937 2.922281 -0.725813
H12 -0.512982 1.715601 -1.770432
N1 -0.859141 -1.001757 0.365181
N2 -1.768850 -1.256164 -0.512968
O1 1.325717 0.790011 0.432673
O2 -2.866433 -0.613986 -0.313140

Atomic forces in eV per Å
C -3.65 -3.07 3.02
C 0.96 -0.97 -1.07
C -0.52 -4.71 -2.00
C 3.16 1.04 0.15
C -2.02 -0.28 2.85
C 2.51 1.82 -4.13
H -1.91 1.74 -0.11
H 1.99 2.42 -0.80
H 1.22 0.23 -2.26
H 0.05 -0.18 2.03
H -1.13 1.08 -0.95
H 0.61 1.43 2.41
H 2.49 -2.11 0.26
H -0.87 0.56 0.49
H 0.57 -0.29 -2.04
H -1.14 -1.27 1.30
H -0.28 -0.57 1.01
H -0.16 -0.31 1.92
N -0.19 3.59 -0.14
N -3.89 0.33 -0.69
O -0.56 1.98 0.02
O 2.77 -2.45 -1.29